# 1
Molecular formula: C21H47BrN2O7PS
Method: DFT, the ωB97M-V functional and the def2-TZVPD basis

Element x y z (Å)
C (0.0377, -3.7420, 3.0604)
C (-1.3095, -4.4477, 3.1888)
C (-2.3875, -3.8154, 2.3073)
C (-2.7557, -2.4043, 2.7552)
O (-2.3288, -1.3857, 1.7713)
P (-3.1247, -0.8450, 0.5779)
Br (-4.5525, -2.2979, -0.1061)
N (-3.9365, 0.4909, 1.0929)
C (-4.8705, 0.8679, 0.3783)
S (-6.0458, 1.3450, -0.4765)
N (-2.2046, -0.4293, -0.6976)
C (-0.7711, -0.0069, -0.4584)
C (-0.2992, 1.1131, -1.3174)
O (-0.1257, -0.6236, 0.3196)
C (-2.2669, -1.2765, -1.9448)
C (-1.5137, -2.5718, -1.8969)
O (-2.8695, -0.8494, -2.8761)
H (-0.0117, -2.6882, 3.3474)
H (0.3824, -3.7843, 2.0232)
H (0.7934, -4.2298, 3.6761)
H (-1.6416, -4.4777, 4.2310)
H (-1.1902, -5.4853, 2.8655)
H (-3.2911, -4.4281, 2.2759)
H (-2.0068, -3.7690, 1.2814)
H (-2.2121, -2.1120, 3.6518)
H (-3.8187, -2.2658, 2.9571)
H (-0.0014, 0.7203, -2.2958)
H (0.5532, 1.5966, -0.8346)
H (-1.0885, 1.8435, -1.4988)
H (-1.2676, -2.9136, -0.8926)
H (-0.5888, -2.4955, -2.4740)
H (-2.1440, -3.3252, -2.3739)
C (3.6871, 0.3492, 0.0086)
C (3.5412, 1.2399, -1.2164)
C (4.8902, 1.6502, -1.7793)
O (2.7580, 2.3934, -0.9024)
H (4.2189, 0.8880, 0.7969)
H (2.7084, 0.0613, 0.3962)
H (4.2494, -0.5562, -0.2248)
H (2.9702, 0.7075, -1.9828)
H (5.4297, 2.2250, -1.0265)
H (4.7666, 2.2828, -2.6588)
H (5.4948, 0.7860, -2.0586)
H (3.2318, 2.8974, -0.2238)
C (6.3801, 5.6890, -0.2783)
C (4.9972, 5.3821, 0.2685)
C (4.6564, 6.2365, 1.4768)
O (4.8865, 3.9876, 0.5899)
H (7.1403, 5.4890, 0.4820)
H (6.5973, 5.0673, -1.1467)
H (6.4619, 6.7359, -0.5709)
H (4.2524, 5.5405, -0.5136)
H (5.3707, 6.0519, 2.2839)
H (3.6587, 6.0006, 1.8470)
H (4.6935, 7.2973, 1.2287)
H (5.5287, 3.7891, 1.2812)
C (-3.2698, -7.6117, -3.9979)
C (-2.5966, -6.3249, -3.5536)
C (-1.4389, -5.9453, -4.4615)
O (-2.1453, -6.4313, -2.1979)
H (-2.5542, -8.4379, -3.9726)
H (-4.0974, -7.8611, -3.3346)
H (-3.6519, -7.5267, -5.0154)
H (-3.3329, -5.5171, -3.5461)
H (-0.6686, -6.7206, -4.4460)
H (-0.9772, -5.0159, -4.1244)
H (-1.7653, -5.8144, -5.4936)
H (-1.4993, -7.1463, -2.1696)
C (-1.0962, 4.1155, 1.8948)
C (-2.1466, 5.1947, 2.0861)
C (-2.7680, 5.1471, 3.4718)
O (-3.1538, 5.0875, 1.0778)
H (-1.5286, 3.1132, 1.9874)
H (-0.6707, 4.1881, 0.8923)
H (-0.2893, 4.2152, 2.6214)
H (-1.6933, 6.1735, 1.9260)
H (-3.2633, 4.1840, 3.6305)
H (-3.5140, 5.9331, 3.5841)
H (-2.0121, 5.2711, 4.2478)
H (-3.5789, 4.2313, 1.1986)

Forces on atoms 1 to 6 (eV/Å):
-0.06 -0.04 -0.09
0.06 -0.14 -0.17
0.03 0.14 -0.05
0.01 0.04 0.36
-0.08 -0.08 -0.19
0.10 0.14 0.20

Its total charge is +1. The lowest unoccupied orbital energy comes out at -3.69 eV. As for the HOMO-LUMO gap: 8.2 eV.



# 2
Molecular formula: C21H48F15O23S13Zn2
Method: DFT, the ωB97M-V functional and the def2-TZVPD basis

Element x y z (Å)
Zn (-2.2030, 1.9209, -2.5548)
Zn (1.9741, -0.1959, -3.4143)
C (1.8391, 4.3333, -2.6702)
F (2.8662, 4.5948, -3.4464)
F (2.3003, 3.9662, -1.4676)
F (1.0855, 5.4154, -2.4981)
S (0.7870, 2.9617, -3.4346)
O (1.4786, 1.7274, -3.1978)
O (-0.5333, 3.0193, -2.7753)
O (0.6531, 3.2743, -4.8470)
C (5.4719, 1.5929, -1.1934)
F (4.9563, 2.4516, -2.0648)
F (6.7995, 1.5588, -1.3666)
F (5.1593, 2.0789, 0.0281)
S (4.7731, -0.1698, -1.3045)
O (5.6987, -0.8950, -2.1518)
O (4.7765, -0.6436, 0.0662)
O (3.4319, -0.0089, -1.8809)
C (-0.9132, 0.6579, -6.8752)
F (-2.1617, 0.9649, -7.2366)
F (-0.4710, -0.2697, -7.6964)
F (-0.1447, 1.7630, -6.9350)
S (-0.9600, -0.0424, -5.0907)
O (-1.6298, 0.9136, -4.2053)
O (-1.7707, -1.2565, -5.1355)
O (0.3827, -0.2853, -4.5916)
C (0.7514, 0.8964, 0.5483)
F (1.3899, 1.8459, -0.0412)
F (1.6228, 0.0513, 1.0821)
F (-0.1908, 1.3125, 1.4247)
S (-0.1785, -0.1637, -0.7697)
O (-0.6807, -1.3156, -0.0195)
O (-1.2757, 0.6195, -1.3368)
O (0.8358, -0.4468, -1.7979)
C (-6.0019, -0.6057, -1.6444)
F (-5.3179, -1.5675, -1.0144)
F (-7.1223, -1.0816, -2.1094)
F (-6.2869, 0.3615, -0.7452)
S (-4.9451, 0.1020, -3.1173)
O (-4.4111, -1.0588, -3.8065)
O (-5.9567, 0.8548, -3.8514)
O (-3.8838, 0.9407, -2.4746)
C (3.4238, -4.0512, -2.0521)
S (2.9079, -3.4241, -3.6603)
O (2.1707, -2.1358, -3.4006)
C (4.5363, -2.9613, -4.3437)
H (4.0677, -4.9035, -2.2589)
H (2.5747, -4.0982, -1.3721)
H (3.9840, -3.2673, -1.5323)
H (5.1552, -3.8128, -4.6262)
H (5.0876, -2.2788, -3.6934)
H (4.3823, -2.4127, -5.2744)
C (-5.0382, 3.2193, 2.2602)
S (-3.3707, 2.4135, 2.2326)
O (-2.9694, 2.1431, 3.6628)
C (-3.7682, 0.7695, 1.5079)
H (-5.7190, 2.6724, 2.9103)
H (-5.4016, 3.3302, 1.2391)
H (-4.8379, 4.2071, 2.6744)
H (-4.3992, 0.2236, 2.2077)
H (-2.8080, 0.2571, 1.4760)
H (-4.2069, 1.1437, 0.5833)
C (-1.1186, -4.2224, -1.0750)
S (-2.9068, -3.8423, -1.4413)
O (-3.0794, -3.6246, -2.9385)
C (-3.6703, -5.4526, -0.9617)
H (-1.0564, -5.2820, -1.3345)
H (-1.0048, -4.1433, 0.0057)
H (-0.3612, -3.6698, -1.6249)
H (-3.2717, -5.7830, -0.0024)
H (-3.4896, -6.2721, -1.6618)
H (-4.7568, -5.3782, -0.9715)
C (-2.1971, 5.6547, -1.4919)
S (-2.3806, 4.3233, -0.2507)
O (-2.6034, 2.9377, -0.9249)
C (-0.6476, 4.4338, 0.4028)
H (-1.9730, 6.5370, -0.8907)
H (-3.1378, 5.7978, -2.0217)
H (-1.4058, 5.5449, -2.2322)
H (0.0615, 4.2849, -0.4099)
H (-0.4847, 3.7299, 1.2122)
H (-0.4631, 5.4517, 0.7492)
C (2.8532, -5.6601, 1.4006)
S (3.4644, -4.1317, 2.2410)
O (4.0783, -3.3556, 1.1150)
C (1.8088, -3.3684, 2.4097)
H (3.6719, -6.0690, 0.8077)
H (2.1747, -5.3685, 0.5954)
H (2.3020, -6.3692, 2.0171)
H (2.0754, -2.3709, 2.7584)
H (1.2798, -3.8468, 3.2355)
H (1.2830, -3.3895, 1.4581)
C (-1.7055, -3.5555, 2.7015)
S (-3.3734, -4.3201, 2.6684)
O (-3.2612, -5.5304, 3.5667)
C (-4.2477, -3.0419, 3.6508)
H (-1.0689, -4.4168, 2.5068)
H (-1.4392, -3.1191, 3.6652)
H (-1.6092, -2.7167, 2.0101)
H (-5.2605, -3.3465, 3.9157)
H (-4.2949, -2.1065, 3.0915)
H (-3.8181, -2.8132, 4.6278)
C (1.1200, 4.7933, 5.4525)
S (0.6235, 5.1843, 3.7881)
O (1.3394, 4.2047, 2.8687)
C (-1.0640, 4.3604, 3.8757)
H (0.3501, 5.0869, 6.1675)
H (2.1067, 5.1885, 5.6828)
H (1.0847, 3.7072, 5.5594)
H (-0.9088, 3.3178, 3.6064)
H (-1.6537, 4.8490, 3.1000)
H (-1.6336, 4.4213, 4.8020)
C (3.6058, 1.3574, 3.6742)
S (4.0448, -0.3982, 4.0182)
O (4.4516, -1.1058, 2.7773)
C (5.5873, 0.0641, 4.8873)
H (3.6147, 1.8127, 4.6661)
H (2.5934, 1.4595, 3.2901)
H (4.2974, 1.9137, 3.0425)
H (5.4685, 0.9297, 5.5391)
H (6.3755, 0.2930, 4.1706)
H (5.8645, -0.7747, 5.5256)

Forces on atoms 1 to 6 (eV/Å):
0.29 -1.15 -0.32
-0.01 -0.08 1.16
-0.36 -1.28 0.59
0.07 0.21 -0.29
-0.14 0.04 -0.23
-0.06 0.41 -0.21

Its total charge is -1. The lowest unoccupied orbital energy comes out at 1.39 eV. As for the HOMO-LUMO gap: 7.3 eV.



# 3
Molecular formula: C21H48FIN2O4
Method: DFT, the ωB97M-V functional and the def2-TZVPD basis

Element x y z (Å)
H (1.9909, 3.8302, -2.0877)
N (1.7186, 2.8234, -2.1575)
C (0.9376, 2.4561, -1.0543)
C (0.3943, 0.8764, -0.9762)
C (0.8719, 0.1221, 0.4316)
N (0.0799, -1.1136, 0.7648)
C (-1.3930, -0.8366, 0.9870)
C (-2.0385, -1.5793, 2.2998)
F (-1.4910, -2.9308, 2.5806)
C (2.5210, -0.0785, 0.4600)
O (3.0616, -0.7848, -0.7067)
C (2.7205, -2.2039, -0.7549)
C (4.0649, -2.9722, -1.3911)
I (1.1045, -2.6777, -2.2226)
C (3.0998, -0.5899, 1.9160)
C (3.1507, 0.7704, 2.8872)
C (4.6295, -1.1731, 1.8837)
C (4.8956, -1.8428, 3.3933)
H (0.6622, 3.2757, -0.2518)
H (-0.7905, 0.9715, -1.0555)
H (0.8081, 0.3623, -1.9422)
H (0.6305, 0.9178, 1.2889)
H (0.4934, -1.6883, 1.5295)
H (-2.0031, -1.1742, 0.0385)
H (-1.4927, 0.3341, 1.1787)
H (-2.0300, -0.8567, 3.2440)
H (-3.1954, -1.7378, 2.0527)
H (2.9365, 1.0383, 0.3578)
H (2.3543, -2.6829, 0.2457)
H (4.7105, -3.4840, -0.5596)
H (3.7034, -3.7620, -2.1875)
H (4.6509, -2.1218, -1.9871)
H (2.4265, -1.3649, 2.4720)
H (3.3111, 0.4750, 4.0159)
H (2.2522, 1.4981, 2.7036)
H (4.1506, 1.3276, 2.5544)
H (5.4620, -0.3592, 1.7552)
H (4.8187, -2.0444, 1.1258)
H (3.8672, -2.2054, 3.8782)
H (5.4776, -1.1266, 4.1143)
H (5.5121, -2.8396, 3.2078)
C (-0.4432, 7.1168, -2.6441)
C (-0.5799, 5.6853, -2.1504)
C (-2.0393, 5.2722, -2.0451)
O (0.0382, 5.5657, -0.8717)
H (-0.9233, 7.8176, -1.9519)
H (0.6119, 7.4043, -2.7031)
H (-0.8954, 7.2380, -3.6333)
H (-0.0542, 5.0087, -2.8330)
H (-2.5759, 5.9077, -1.3316)
H (-2.1226, 4.2441, -1.6769)
H (-2.5393, 5.3382, -3.0164)
H (-0.4221, 6.1630, -0.2589)
C (-1.8842, -6.3638, 0.0926)
C (-0.3694, -6.2480, 0.1537)
C (0.1456, -6.4542, 1.5692)
O (0.0248, -4.9589, -0.3092)
H (-2.3610, -5.6015, 0.7190)
H (-2.2415, -6.2009, -0.9298)
H (-2.2185, -7.3505, 0.4277)
H (0.0836, -6.9887, -0.5143)
H (-0.2594, -5.6951, 2.2479)
H (1.2359, -6.3558, 1.6002)
H (-0.1279, -7.4436, 1.9487)
H (-0.3729, -4.2947, 0.2780)
C (-5.6596, 3.2502, -1.2024)
C (-4.5783, 2.2299, -0.8839)
C (-4.0930, 1.5258, -2.1410)
O (-5.0942, 1.2643, 0.0289)
H (-6.5333, 2.7672, -1.6541)
H (-6.0079, 3.7401, -0.2868)
H (-5.2891, 4.0162, -1.8906)
H (-3.7355, 2.7279, -0.3923)
H (-4.9113, 0.9816, -2.6260)
H (-3.3240, 0.7858, -1.8950)
H (-3.6756, 2.2401, -2.8574)
H (-5.8431, 0.8170, -0.3990)

Forces on atoms 1 to 6 (eV/Å):
-0.52 -0.83 0.31
-3.30 -1.36 4.92
2.43 0.60 -3.42
0.25 1.27 -0.26
0.13 1.29 0.55
-0.39 0.51 0.18

Its SMILES is [H]/N=C/C[C@@H](NCCF)[C@H](O[C@H](C)I)[C@H](C)CC.CC(C)O.CC(C)O.CC(C)O. The lowest unoccupied orbital energy comes out at 0.53 eV. As for the HOMO-LUMO gap: 8.8 eV.



# 4
Molecular formula: C21H48GaN3O12P
Method: DFT, the ωB97M-V functional and the def2-TZVPD basis

Element x y z (Å)
C (0.6129, -5.8999, 0.5981)
C (-0.2753, -4.7881, 0.0618)
N (0.0140, -4.5002, -1.3416)
Ga (1.8160, -4.2952, -1.9269)
N (2.7518, -2.9337, -0.8686)
C (3.1305, -3.1489, 0.3148)
C (2.4621, -2.5142, 1.5380)
C (4.3158, -4.0404, 0.6979)
P (2.9659, -6.4184, -1.9391)
N (1.9677, -7.6526, -2.2017)
H (0.3283, -6.1678, 1.6210)
H (0.5374, -6.7848, -0.0400)
H (1.6648, -5.5951, 0.6221)
H (-0.1933, -3.9018, 0.7129)
H (-1.3188, -5.1303, 0.1505)
H (-0.4216, -3.6094, -1.5633)
H (1.8163, -3.8271, -3.4513)
H (1.5861, -1.9611, 1.1966)
H (2.1544, -3.2982, 2.2373)
H (3.1507, -1.8329, 2.0496)
H (3.9704, -5.0333, 1.0042)
H (4.8596, -3.6205, 1.5518)
H (4.9990, -4.1375, -0.1459)
H (3.9750, -6.3722, -2.9329)
H (3.7184, -6.6541, -0.7463)
H (2.2225, -8.1736, -3.0319)
C (2.2281, 0.6948, -0.3761)
C (0.7620, 1.0394, -0.3845)
O (0.3814, 1.8626, 0.7467)
C (0.6812, 3.1471, 0.6479)
O (1.1956, 3.7036, -0.2890)
O (0.2879, 3.7572, 1.7759)
C (0.5725, 5.1582, 1.8170)
H (2.5022, 0.2173, 0.5642)
H (2.4448, -0.0136, -1.1760)
H (2.8498, 1.5814, -0.5053)
H (0.1566, 0.1417, -0.2782)
H (0.4693, 1.5478, -1.3029)
H (0.1624, 5.6620, 0.9435)
H (1.6475, 5.3274, 1.8620)
H (0.0960, 5.5226, 2.7224)
C (-5.3143, 8.2960, -0.5743)
C (-5.1463, 7.6052, 0.7604)
O (-5.0811, 6.1748, 0.6239)
C (-3.9074, 5.6929, 0.1984)
O (-2.9289, 6.3475, -0.0511)
O (-4.0163, 4.3732, 0.1086)
C (-2.8450, 3.7093, -0.3919)
H (-6.1851, 7.9004, -1.0980)
H (-5.4574, 9.3660, -0.4197)
H (-4.4342, 8.1507, -1.1981)
H (-6.0152, 7.7706, 1.3963)
H (-4.2580, 7.9551, 1.2857)
H (-1.9683, 4.0035, 0.1803)
H (-2.6960, 3.9484, -1.4431)
H (-3.0327, 2.6476, -0.2716)
C (9.3473, -6.8482, -4.9923)
C (7.8535, -6.6086, -5.0181)
O (7.4047, -5.8876, -3.8614)
C (7.6255, -4.5753, -3.8765)
O (8.1525, -3.9548, -4.7670)
O (7.1576, -4.0661, -2.7445)
C (7.3298, -2.6550, -2.5915)
H (9.6336, -7.3498, -4.0672)
H (9.6346, -7.4797, -5.8340)
H (9.8904, -5.9072, -5.0632)
H (7.3049, -7.5472, -4.9739)
H (7.5501, -6.0713, -5.9164)
H (6.9281, -2.1252, -3.4522)
H (8.3851, -2.4127, -2.4699)
H (6.7724, -2.3951, -1.6971)
C (-7.4792, 4.9032, 2.0054)
C (-6.9676, 5.1211, 3.4078)
O (-8.0357, 5.3021, 4.3627)
C (-8.6475, 4.1883, 4.7502)
O (-8.3811, 3.0660, 4.4074)
O (-9.6323, 4.5237, 5.5903)
C (-10.4101, 3.4168, 6.0550)
H (-8.1478, 5.7145, 1.7105)
H (-6.6400, 4.8746, 1.3169)
H (-8.0320, 3.9673, 1.9330)
H (-6.3952, 6.0445, 3.4791)
H (-6.3316, 4.2988, 3.7332)
H (-9.7699, 2.6502, 6.4862)
H (-10.9862, 2.9860, 5.2375)
H (-11.0750, 3.8270, 6.8090)

Forces on atoms 1 to 6 (eV/Å):
-0.04 -0.04 0.07
-0.15 -0.15 -0.16
0.24 0.27 0.49
0.46 0.29 -0.74
-0.49 -0.54 0.84
0.16 0.28 -0.33

Its total charge is -1. The lowest unoccupied orbital energy comes out at 1.84 eV. As for the HOMO-LUMO gap: 5.5 eV.



# 5
Molecular formula: C21H48IN3O14P
Method: DFT, the ωB97M-V functional and the def2-TZVPD basis

Element x y z (Å)
C (-1.6212, -2.7725, 2.9803)
C (-0.9918, -1.5484, 2.2896)
O (0.2424, -1.8078, 1.6641)
C (0.1059, -2.4573, 0.4135)
C (-0.2780, -1.5356, -0.7441)
O (0.7781, -1.1965, -1.6330)
C (1.7316, -0.3217, -1.1040)
O (2.8084, -0.9326, -0.4464)
C (3.2907, -2.1503, -1.0108)
C (4.8376, -2.1069, -0.9532)
O (1.2505, 0.5429, -0.1447)
P (1.0924, 2.1941, -0.5611)
I (-1.0177, 1.8149, -2.0210)
C (0.0495, 2.6217, 0.9538)
C (-0.9605, 3.7654, 0.7539)
C (-2.3449, 3.3978, 1.3650)
N (-3.5217, 4.0693, 0.8117)
C (-4.0100, 3.5515, -0.4646)
C (-4.5325, 2.1443, -0.3739)
C (-4.8798, 1.5450, 0.8297)
C (-5.3450, 0.2448, 0.9224)
C (-5.4912, -0.4983, -0.2396)
C (-5.1634, 0.0781, -1.4568)
C (-4.7029, 1.3825, -1.5169)
O (-4.4191, 1.9270, -2.7453)
C (2.7763, 2.4792, 0.3599)
O (2.8697, 1.7224, 1.6129)
N (4.0859, 1.1643, 1.7684)
O (4.0651, 0.2782, 2.5627)
O (1.9805, 1.9697, -2.0496)
C (2.1536, 0.6055, -2.3121)
C (3.5819, 0.4256, -2.8528)
C (3.7511, 1.2252, -4.1346)
N (3.0539, 1.1073, -5.1836)
H (-1.8348, -2.6136, 4.0319)
H (-1.0072, -3.6551, 2.8155)
H (-2.5732, -3.0010, 2.4956)
H (-0.7824, -0.7978, 3.0512)
H (-1.6992, -1.0690, 1.6085)
H (-0.7099, -3.1900, 0.5035)
H (0.9892, -3.0395, 0.1683)
H (-0.9857, -2.1003, -1.3545)
H (-0.8239, -0.6629, -0.3935)
H (3.0181, -2.2870, -2.0481)
H (3.0034, -3.0053, -0.3995)
H (5.2061, -2.6990, -0.1187)
H (5.2129, -2.5997, -1.8536)
H (5.2069, -1.0872, -0.9223)
H (1.1153, 3.6011, -0.8832)
H (0.7501, 2.9308, 1.7293)
H (-0.4247, 1.7061, 1.3137)
H (-0.6080, 4.6201, 1.3354)
H (-1.0308, 4.1016, -0.2804)
H (-2.4796, 2.3205, 1.3844)
H (-2.2905, 3.7159, 2.4103)
H (-3.2939, 5.0436, 0.6623)
H (-3.2586, 3.6157, -1.2552)
H (-4.8415, 4.1814, -0.7965)
H (-4.7790, 2.1235, 1.7400)
H (-5.5742, -0.1694, 1.8952)
H (-5.8552, -1.5170, -0.2049)
H (-5.2629, -0.4877, -2.3721)
H (-4.9021, 1.4436, -3.4196)
H (3.5915, 2.1181, -0.2580)
H (2.9449, 3.5356, 0.5825)
H (1.5219, 0.2682, -3.1416)
H (4.3045, 0.8204, -2.1398)
H (3.7901, -0.6149, -3.1028)
H (4.5340, 1.9835, -4.1491)
H (2.3522, 0.3749, -5.0486)
O (1.8606, -4.5299, 2.2778)
H (1.8424, -3.5680, 2.1815)
H (0.9390, -4.7636, 2.4168)
O (6.3602, -3.5039, 1.5722)
H (5.9349, -2.8430, 2.1306)
H (7.2978, -3.4123, 1.7652)
O (3.7296, 0.7753, 5.6423)
H (3.8278, 0.6143, 4.6947)
H (3.7551, -0.1029, 6.0314)
O (-6.2896, -0.3102, 4.0815)
H (-7.0778, -0.0792, 4.5818)
H (-5.5790, 0.1720, 4.5165)
O (-3.8537, -0.8476, -3.9576)
H (-3.0176, -0.3668, -3.8797)
H (-3.5906, -1.7723, -3.9301)
O (2.3882, -3.9387, -3.6156)
H (2.1692, -4.8742, -3.6538)
H (1.5544, -3.4853, -3.7809)

Forces on atoms 1 to 6 (eV/Å):
-0.54 -0.01 -1.01
-0.01 0.41 0.77
0.59 -0.31 -0.09
-0.98 0.01 -0.10
-0.22 -0.80 -0.07
0.00 -0.23 0.78

Its total charge is -1. The lowest unoccupied orbital energy comes out at 2.11 eV. As for the HOMO-LUMO gap: 7.4 eV.



no.,total energy (eV)
1,-130013.4914
2,-348102.8197
3,-44536.7366
4,-113261.4351
5,-73078.0947